# C37H84AsBrF3I2N2O26P6S2

A molecular structure, C37H84AsBrF3I2N2O26P6S2 at a distorted geometry (ωB97M-V with the def2-TZVPD basis set, the Open Molecules 2025 dataset).

The geometry in XYZ format:
```
164
Properties=species:S:1:pos:R:3
C 1.92260 1.13624 -0.72412
C 1.08754 1.34704 -1.92213
O -0.24838 1.68444 -1.56254
C -1.21051 0.91438 -2.07685
O -1.06320 -0.26694 -2.22928
C -2.36871 1.66499 -2.63330
C -3.77273 1.96453 -2.04104
C -4.48494 1.96495 -0.65146
As -4.05428 3.10523 1.00677
C -4.67349 1.75136 2.45598
C -3.88230 1.52206 3.72993
C -3.74144 0.09345 4.18046
I -5.57475 -0.97421 4.25680
C -2.20464 2.32546 1.21245
C -2.00808 0.82694 1.53575
C -2.91260 -0.33208 1.15301
C -2.21489 -1.64871 1.42552
C -3.03183 -2.82579 0.96346
C -4.13765 -3.15309 1.92628
C -3.59593 -3.48279 3.29371
S -4.59726 -4.61514 4.29154
C -4.64719 -5.98750 3.27464
N -3.72815 -6.35005 2.54266
N -4.20399 -7.49887 1.87943
C -5.31961 -7.69395 2.29866
O -5.70654 -6.78133 3.18607
C -3.46918 4.74930 -0.15716
Br -2.01235 4.45423 -1.45395
C -4.51124 5.61029 -0.81779
C -5.20700 5.10877 -2.04677
P -6.47347 3.79173 0.86925
O -7.19231 2.32063 0.85207
I -7.44561 4.65526 2.94782
S -3.61570 4.82911 2.82458
O -4.24963 6.05634 2.43845
O -4.06334 4.43335 4.14740
C -1.81354 5.38995 3.14554
F -0.97839 5.25886 2.13835
F -1.33392 4.67679 4.14794
F -1.80679 6.62060 3.53738
H 1.95562 2.03374 -0.14503
H 1.49981 0.38524 -0.10515
H 2.90350 0.84405 -1.02880
H 1.49237 2.16164 -2.47634
H 1.14619 0.48260 -2.54834
H -1.94360 2.58713 -2.94279
H -2.49735 1.18011 -3.56569
H -4.03603 2.86618 -2.52470
H -4.40193 1.30894 -2.59419
H -4.77850 0.99404 -0.34138
H -5.43804 2.33137 -0.96094
H -4.93315 0.80662 2.03305
H -5.61092 2.10366 2.81406
H -2.88158 1.90737 3.73975
H -4.36564 1.99159 4.54470
H -3.00057 -0.45334 3.64207
H -3.41003 0.11740 5.18578
H -1.82455 2.77545 2.10694
H -1.49726 2.66344 0.49822
H -1.04366 0.55324 1.18585
H -1.86053 0.70992 2.58258
H -3.77560 -0.42274 1.77058
H -3.26414 -0.36453 0.15248
H -2.03674 -1.72756 2.48036
H -1.27197 -1.65197 0.93404
H -2.40773 -3.67829 0.80627
H -3.45734 -2.58584 0.01453
H -4.71556 -3.94437 1.50400
H -4.77814 -2.30239 2.01158
H -3.55024 -2.59696 3.88440
H -2.64760 -3.94431 3.19714
H -5.93560 -8.49756 2.02058
H -2.97694 5.45520 0.44387
H -3.91428 6.41313 -1.19826
H -5.11942 6.10492 -0.09455
H -4.48533 4.86768 -2.78765
H -5.91076 4.32234 -1.88754
H -5.76037 5.92082 -2.45972
H -6.55641 1.60650 0.76287
C -1.84776 -4.85860 -4.49428
O -1.37845 -3.71127 -5.22302
P 0.06809 -3.73669 -5.84439
O 0.63352 -5.06557 -6.06696
O 0.91322 -2.78988 -4.91249
C 0.75118 -2.87056 -3.47586
O -0.11585 -2.85371 -7.13313
C 0.63249 -3.16760 -8.31769
H -2.52361 -4.49576 -3.72402
H -2.38076 -5.52437 -5.16977
H -1.03491 -5.40127 -4.02648
H 0.73810 -3.90517 -3.12858
H -0.16300 -2.36594 -3.17518
H 1.59878 -2.36249 -3.02641
H 0.01939 -3.77286 -8.98292
H 1.54809 -3.70428 -8.08379
H 0.87833 -2.22919 -8.80735
C 4.97862 -4.98414 -2.29746
O 5.87013 -3.85306 -2.20522
P 5.25414 -2.39698 -2.16951
O 3.85688 -2.32456 -1.76941
O 5.57936 -1.77886 -3.59576
C 5.42978 -2.57581 -4.77643
O 6.27717 -1.62200 -1.26947
C 5.80169 -0.56827 -0.40187
H 5.50140 -5.76293 -2.84612
H 4.73718 -5.33830 -1.29862
H 4.05703 -4.73113 -2.81703
H 4.50493 -3.15313 -4.75367
H 6.28095 -3.24679 -4.87984
H 5.40153 -1.89879 -5.62460
H 5.64629 -0.96901 0.59690
H 4.87441 -0.13660 -0.76772
H 6.56841 0.20008 -0.37136
C 6.77530 1.18516 -3.67242
O 6.40241 2.35575 -2.91585
P 5.55397 3.49087 -3.61640
O 4.84772 3.07327 -4.82044
O 6.55093 4.71029 -3.80716
C 7.88349 4.46504 -4.26135
O 4.66337 3.95427 -2.41824
C 3.29465 4.34408 -2.65180
H 7.72035 0.81977 -3.27731
H 6.01341 0.43032 -3.53634
H 6.88912 1.39632 -4.73458
H 7.89965 3.75330 -5.08844
H 8.49315 4.08958 -3.44093
H 8.29028 5.41108 -4.60484
H 2.65466 3.48610 -2.45907
H 3.13054 4.69663 -3.66574
H 3.05086 5.13587 -1.95060
C 6.10764 -7.31751 -0.68023
O 5.23658 -7.85482 -1.68947
P 3.72353 -7.36952 -1.73532
O 3.47171 -6.10205 -1.06412
O 2.89658 -8.60597 -1.18304
C 3.37651 -9.33142 -0.05036
O 3.41128 -7.42944 -3.26378
C 2.50749 -6.45319 -3.84391
H 6.83419 -8.08832 -0.43480
H 6.62204 -6.44234 -1.07084
H 5.56201 -7.03621 0.21804
H 3.72848 -8.66087 0.73542
H 4.18101 -10.00178 -0.35040
H 2.54855 -9.91751 0.33611
H 3.08866 -5.63995 -4.27062
H 1.81773 -6.05906 -3.10316
H 1.94198 -6.93513 -4.63220
C -1.48644 8.31034 7.86294
O -1.39161 7.16389 8.73079
P 0.01132 6.47121 8.95524
O 1.17263 7.30970 8.67768
O -0.06734 5.12451 8.14216
C -0.65885 5.13650 6.82452
O -0.11738 5.96101 10.43978
C 1.04483 5.95045 11.28228
H -2.47171 8.28766 7.40648
H -1.37243 9.21949 8.44928
H -0.72915 8.28960 7.08287
H -0.30876 5.98980 6.24518
H -1.74256 5.16509 6.90531
H -0.36634 4.22655 6.31782
H 1.06122 6.85509 11.88769
H 1.96119 5.88923 10.70149
H 0.97022 5.08252 11.93201
```

Properties
LUMO level	1.7	eV
E_HOMO	-4.40	eV
net charge	-1

Atomic partial charges in e from the Löwdin method, atoms 1 to 8: -0.04, -0.22, -0.03, -0.49, 0.11, -0.14, -0.21, -0.29

# C10H14O3S2

A gas-phase ion, C10H14O3S2 (charge -2) at a distorted geometry (ωB97M-V with the def2-TZVPD basis set, the Open Molecules 2025 dataset).

The geometry in XYZ format:
```
29
Properties=species:S:1:pos:R:3
C -1.09064 -1.65231 1.43520
C -0.63606 -1.69123 -0.01916
C -0.53741 -3.05019 -0.64328
O -1.77128 -0.94155 -0.75369
C 0.64986 -0.87134 -0.07683
C 1.91869 -1.38602 -0.28835
S 2.63179 -3.06685 -0.30129
O 2.79346 -0.33722 -0.23819
C 2.19157 0.82631 -0.11606
S 3.07319 2.28703 -0.24178
C 0.67893 0.56412 0.11344
C -0.26769 1.70549 0.11907
C -0.30616 2.15927 -1.34501
C 0.29693 2.85651 0.99122
O -1.60115 1.55396 0.59898
H -2.08934 -1.57189 1.50002
H -0.86005 -2.55404 2.09968
H -0.53170 -0.86887 1.98786
H -0.76199 -3.10990 -1.67692
H -1.17901 -3.61586 -0.04231
H 0.46186 -3.43042 -0.41944
H -1.29913 -0.83587 -1.62352
H -1.30880 2.69987 -1.51028
H 0.54056 2.88292 -1.56325
H -0.23134 1.23553 -1.94029
H 1.19732 3.38264 0.60967
H 0.46501 2.42505 2.00136
H -0.50460 3.75095 1.02083
H -1.92281 0.65390 0.32232
```

Properties
energy above the lowest of the compared OMol25 structures with the same formula, charge and spin	0.0	kcal per mole
LUMO level	5.6	eV
E_HOMO	1.08	eV
net charge	-2

Atomic partial charges in e from the Löwdin method, atoms 1 to 8: -0.03, -0.48, -0.08, -0.10, -0.20, -0.69, 0.24, -0.13

# C5H6NiO2

A molecular structure, C5H6NiO2 at a distorted geometry (ωB97M-V with the def2-TZVPD basis set, the Open Molecules 2025 dataset).

The geometry in XYZ format:
```
14
Properties=species:S:1:pos:R:3
C -0.75919 -1.68686 -0.18552
C -0.06622 -0.68295 -0.24253
C 1.02296 0.27732 -0.44568
C 1.95836 0.33454 0.73488
O 3.16416 0.41325 0.63746
Ni 4.58600 -0.10077 -0.94140
H -1.24147 -2.64790 -0.23855
H 0.59664 1.29149 -0.54843
H 1.58633 0.06566 -1.36465
H 1.48298 0.33816 1.73562
C -2.66676 0.20813 0.56817
O -3.51296 0.86381 -0.18600
H -2.84684 0.58924 1.59931
H -3.30401 0.73688 -1.12269
```

Properties
spin multiplicity	3
energy above the lowest of the compared OMol25 structures with the same formula, charge and spin	0.0	kcal per mole
LUMO level (spin up / spin down)	0.3 / 0.0	eV
E_HOMO (spin up / spin down)	-5.74 / -7.39	eV

Atomic partial charges in e from the Löwdin method, atoms 1 to 8: 0.08, -0.18, -0.18, -0.23, -0.11, 0.11, 0.04, 0.13